No. 1
DFT (ωB97M-V with the def2-TZVPD basis set) results for an isolated molecule of C2H2N2O2 at a distorted geometry.

Geometry as XYZ:
```
8
C2H2N2O2, DFT ωB97M-V with the def2-TZVPD basis set
C -0.135 -1.027 0.348
C 0.723 0.147 0.663
H 1.134 0.214 1.703
H -1.017 1.334 -1.266
N 0.544 1.156 -0.177
N -0.057 0.682 -1.247
O -0.614 -1.992 0.853
O -0.577 -0.515 -0.876
```

Computed properties:
maximum force: 5.048 eV/Å
structure (SMILES): O=c1cn[nH]o1
energy relative to the best compared isomer or geometry (same formula, charge and spin): 345.1 kJ/mol
charge: 0
total energy: -337.2930 Eh

No. 2
DFT (ωB97M-V with the def2-TZVPD basis set) results for an isolated molecule of C2H2N2O2 at a distorted geometry.

Geometry as XYZ:
```
8
C2H2N2O2, DFT ωB97M-V with the def2-TZVPD basis set
C 0.652 1.129 0.449
C -0.626 0.247 -0.047
N -0.226 -2.097 -0.219
N -0.603 -1.119 0.350
O -1.512 0.910 -0.489
O 1.643 0.912 -0.175
H 0.473 1.940 1.243
H 0.200 -1.922 -1.112
```

Computed properties:
maximum force: 3.304 eV/Å
structure (SMILES): [H]/N=N\C(=O)C=O
energy relative to the best compared isomer or geometry (same formula, charge and spin): 337.4 kJ/mol
charge: 0
total energy: -337.2959 Eh

What did the second record say?
DFT (ωB97M-V with the def2-TZVPD basis set) results for an isolated molecule of C2H2N2O2 at a distorted geometry.

Geometry as XYZ:
```
8
C2H2N2O2, DFT ωB97M-V with the def2-TZVPD basis set
C 0.652 1.129 0.449
C -0.626 0.247 -0.047
N -0.226 -2.097 -0.219
N -0.603 -1.119 0.350
O -1.512 0.910 -0.489
O 1.643 0.912 -0.175
H 0.473 1.940 1.243
H 0.200 -1.922 -1.112
```

Computed properties:
maximum force: 3.304 eV/Å
structure (SMILES): [H]/N=N\C(=O)C=O
energy relative to the best compared isomer or geometry (same formula, charge and spin): 337.4 kJ/mol
charge: 0
total energy: -337.2959 Eh

- The lowest energy relative to the best compared isomer or geometry (same formula, charge and spin) belongs to which entry?
  number 2